Record 1
This record from the Open Molecules 2025 dataset describes a 12-piece molecular cluster, C48H120O24 overall at a distorted geometry. The level of theory is ωB97M-V with the def2-TZVPD basis set.

```
192
Properties=species:S:1:pos:R:3
C 2.1028 10.7711 -1.8712
O 0.9486 11.3376 -2.5907
C 0.3778 10.3865 -3.4834
C 1.3540 10.0266 -4.5891
O 2.3008 9.0113 -4.2758
C 3.5264 9.0962 -5.0394
H 1.8240 9.8114 -1.4361
H 2.3363 11.4166 -1.0245
H 3.0332 10.7499 -2.4388
H -0.4726 10.7834 -4.0378
H 0.0697 9.5659 -2.8355
H 1.6873 11.0022 -4.9432
H 0.7409 9.5070 -5.3253
H 4.1039 10.0197 -4.9971
H 3.2068 8.9484 -6.0709
H 4.1336 8.1953 -4.9502
C 0.0597 -6.6692 -10.8048
O 0.6398 -6.1128 -9.6482
C 1.9472 -6.6056 -9.4480
C 2.5315 -6.0543 -8.1635
O 2.6253 -4.6184 -8.2891
C 3.3386 -3.9942 -7.2497
H 0.4884 -6.2029 -11.6919
H -0.9867 -6.3690 -10.8599
H 0.1263 -7.7514 -10.6926
H 2.6493 -6.3847 -10.2519
H 1.8534 -7.6903 -9.3956
H 3.5061 -6.5413 -8.1312
H 2.1499 -6.5193 -7.2546
H 4.3759 -4.3080 -7.3663
H 3.0408 -4.2500 -6.2329
H 3.2351 -2.9189 -7.3950
C -7.1608 -0.2630 1.4613
O -6.5301 -0.0690 2.6881
C -7.0572 -0.8751 3.7242
C -8.6142 -0.7668 3.9303
O -9.5323 -1.4617 3.0547
C -9.3373 -2.8782 2.9893
H -8.0958 0.2767 1.3114
H -7.4656 -1.2795 1.2128
H -6.4821 -0.0006 0.6497
H -6.6667 -0.5166 4.6766
H -6.6742 -1.8826 3.5620
H -8.9277 0.2769 3.9093
H -8.7046 -1.0527 4.9783
H -10.2887 -3.3306 2.7095
H -8.9507 -3.2438 3.9406
H -8.5649 -3.0992 2.2526
C -3.3057 9.4031 5.8118
O -1.9897 8.9622 5.4305
C -1.9807 7.8177 4.5694
C -0.4882 7.2572 4.4387
O 0.2176 7.2532 5.7026
C 1.5486 6.9223 5.6546
H -3.8650 9.7858 4.9581
H -3.2360 10.2793 6.4565
H -3.8884 8.6401 6.3281
H -2.3370 8.0880 3.5754
H -2.5399 6.9829 4.9916
H 0.0642 7.9343 3.7873
H -0.4787 6.2421 4.0416
H 2.0975 7.7266 5.1649
H 1.6984 6.0197 5.0622
H 1.8873 6.7769 6.6804
C -2.3386 -9.4914 5.8202
O -1.4714 -8.4187 5.6085
C -0.7981 -8.4772 4.3120
C 0.2316 -7.3372 4.0440
O -0.2823 -5.9638 4.2106
C -1.3255 -5.6161 3.3290
H -3.0521 -9.4255 4.9988
H -3.0084 -9.2818 6.6542
H -1.9428 -10.4934 5.9854
H -1.5671 -8.2940 3.5615
H -0.2291 -9.4036 4.2342
H 0.5944 -7.5237 3.0333
H 0.9956 -7.6045 4.7741
H -2.2083 -6.2193 3.5410
H -1.1085 -5.7552 2.2699
H -1.6449 -4.5750 3.3763
C 7.9933 -3.6566 -2.3581
O 7.3905 -3.9105 -1.0950
C 7.9266 -4.9544 -0.3014
C 7.0367 -5.2905 0.9660
O 6.7107 -4.1348 1.7533
C 5.4685 -3.4837 1.4974
H 7.4663 -2.8412 -2.8535
H 7.8296 -4.5116 -3.0140
H 9.0354 -3.3798 -2.5177
H 8.8414 -4.5545 0.1360
H 8.0878 -5.8919 -0.8336
H 7.6401 -5.9519 1.5878
H 6.2551 -6.0261 0.7763
H 5.5571 -3.1219 0.4730
H 5.3212 -2.5387 2.0202
H 4.5731 -4.1022 1.5595
C 0.5672 0.0798 -1.2444
O 0.4778 0.5924 0.1156
C -0.7414 1.1338 0.6048
C -1.2185 2.3321 -0.2802
O -0.2008 3.3070 -0.3379
C -0.6184 4.4291 -1.0831
H 1.0763 0.6839 -1.9953
H -0.4330 0.0371 -1.6756
H 1.0237 -0.9082 -1.3031
H -0.7235 1.4661 1.6427
H -1.4677 0.3221 0.6476
H -2.0693 2.7553 0.2538
H -1.5120 2.0696 -1.2966
H 0.3115 4.9541 -1.3018
H -1.2760 5.0652 -0.4906
H -1.0760 4.1094 -2.0193
C -1.5426 -12.2167 -0.1007
O -0.5064 -11.3493 -0.5285
C -0.8187 -10.4866 -1.5536
C 0.4469 -9.7675 -2.1017
O 0.8826 -8.7463 -1.1572
C 1.6932 -7.7584 -1.8161
H -1.1008 -12.9653 0.5569
H -1.7900 -12.7655 -1.0095
H -2.4934 -11.8720 0.3057
H -1.4853 -9.7276 -1.1442
H -1.4532 -10.9519 -2.3079
H 0.1831 -9.3592 -3.0773
H 1.2478 -10.4873 -2.2704
H 2.0818 -6.9911 -1.1464
H 1.1529 -7.3645 -2.6769
H 2.5613 -8.2464 -2.2592
C 3.1768 3.9772 11.2553
O 3.2655 3.0467 10.2089
C 1.9925 2.5631 9.7322
C 2.1623 1.4561 8.7347
O 0.9269 0.8115 8.3824
C 1.0615 -0.1843 7.3928
H 2.5046 3.5675 12.0093
H 2.7640 4.9064 10.8624
H 4.1786 4.1747 11.6366
H 1.3024 3.2945 9.3117
H 1.3815 2.0838 10.4971
H 2.8247 0.7208 9.1914
H 2.7330 1.8230 7.8816
H 1.8073 0.0303 6.6274
H 0.1051 -0.4199 6.9258
H 1.4485 -1.0837 7.8717
C -4.7812 7.3429 -4.5329
O -5.3482 7.3144 -3.2441
C -6.3354 8.3379 -3.0591
C -6.8830 8.5280 -1.6309
O -7.5248 7.4204 -1.0043
C -6.8587 6.1567 -1.0797
H -3.9715 8.0724 -4.5504
H -5.4860 7.5844 -5.3285
H -4.3430 6.3828 -4.8053
H -7.1434 8.3438 -3.7906
H -5.7574 9.2395 -3.2616
H -7.6507 9.2980 -1.5542
H -6.0493 8.8820 -1.0245
H -5.8732 6.3321 -0.6485
H -6.8800 5.7798 -2.1023
H -7.3903 5.5932 -0.3130
C 5.0652 4.1184 -0.5338
O 6.2405 3.4200 -0.1445
C 5.8640 2.0847 0.2635
C 7.2058 1.4957 0.8828
O 7.7007 2.1532 2.0192
C 6.9481 1.9028 3.1628
H 4.4244 4.2465 0.3385
H 4.5987 3.6364 -1.3929
H 5.4966 5.0748 -0.8293
H 5.4850 1.5480 -0.6062
H 5.0755 2.1729 1.0109
H 7.9853 1.5729 0.1248
H 7.0954 0.4188 1.0106
H 6.9247 0.8449 3.4240
H 5.9006 2.1936 3.0834
H 7.3920 2.3855 4.0334
C -2.8871 -0.5437 -5.2935
O -1.8296 -0.9238 -6.2275
C -2.0007 -2.2447 -6.7378
C -1.7058 -3.4220 -5.8246
O -2.6484 -3.5440 -4.8308
C -2.5065 -4.5675 -3.8519
H -2.8233 0.5047 -5.0024
H -2.7131 -1.1294 -4.3909
H -3.9366 -0.6680 -5.5602
H -1.3059 -2.2325 -7.5776
H -2.9821 -2.3746 -7.1940
H -0.6886 -3.2998 -5.4526
H -1.7672 -4.4062 -6.2889
H -2.4993 -5.5875 -4.2361
H -3.2644 -4.4567 -3.0764
H -1.5657 -4.4554 -3.3129
```

Results
LUMO energy ... 0.0012 hartree
HOMO-LUMO gap ... 9.42 eV
Energy relative to the best compared isomer or geometry (same formula, charge and spin) ... 150.2 kcal per mole
SMILES string ... COCCOC.COCCOC.COCCOC.COCCOC.COCCOC.COCCOC.COCCOC.COCCOC.COCCOC.COCCOC.COCCOC.COCCOC

=====

Record 2
This record from the Open Molecules 2025 dataset describes a 9-piece molecular cluster, C48H122N8O16 overall at a distorted geometry. The level of theory is ωB97M-V with the def2-TZVPD basis set.

```
194
Properties=species:S:1:pos:R:3
C 1.2003 -1.0026 4.1788
O 1.3994 -2.3393 3.7523
C 2.0071 -3.1204 4.7660
C 1.8960 -4.5895 4.3974
C 2.0250 -5.5490 5.5906
N 2.9125 -5.0145 3.4130
H 0.7320 -0.5550 3.2942
H 2.1089 -0.4207 4.3438
H 0.4562 -0.8915 4.9706
H 3.0433 -2.8581 5.0087
H 1.4728 -3.0174 5.7207
H 0.9274 -4.7997 3.9382
H 2.9927 -5.4078 6.0832
H 1.8269 -6.6024 5.4153
H 1.3410 -5.2871 6.4081
H 3.8168 -4.7601 3.8229
H 2.9279 -4.3040 2.6729
C -9.2011 0.2531 3.0124
O -8.0061 0.8525 2.5948
C -7.0684 1.2376 3.6303
C -5.8912 1.9819 3.0113
N -5.1888 2.9029 3.9148
C -4.6888 2.2588 5.1364
C -3.9517 3.2454 6.0462
O -4.7934 3.7373 7.0686
C -5.5161 4.9008 6.7422
H -10.0577 0.7586 2.5570
H -9.3498 0.2783 4.0951
H -9.2551 -0.7697 2.6310
H -6.8557 0.3245 4.1939
H -7.7235 1.8240 4.2849
H -6.3026 2.4883 2.1375
H -5.0492 1.3883 2.6500
H -5.8261 3.6427 4.1955
H -3.8527 1.6007 4.8774
H -5.4770 1.7662 5.7070
H -3.5633 4.0955 5.4685
H -3.0447 2.7933 6.4502
H -4.9434 5.6068 6.1402
H -6.0305 5.3803 7.5730
H -6.3909 4.6126 6.1374
C 0.8600 -5.8255 0.4506
O 0.6084 -5.0513 -0.7041
C -0.4175 -4.1305 -0.4380
C -1.2189 -3.7108 -1.6528
N -0.4214 -2.9779 -2.6392
C -1.1803 -2.6002 -3.8428
C -1.6050 -3.7489 -4.6868
O -1.9712 -3.3576 -6.0323
C -3.0779 -2.4949 -5.9873
H 1.3236 -5.2991 1.2906
H 1.5320 -6.6565 0.2358
H -0.0828 -6.2592 0.7986
H 0.0384 -3.1954 -0.0744
H -1.1401 -4.4038 0.3373
H -2.1200 -3.1262 -1.4628
H -1.5903 -4.6530 -2.0884
H 0.4877 -3.3328 -2.8940
H -0.4746 -1.9770 -4.4000
H -2.0528 -2.0244 -3.5263
H -2.4498 -4.3065 -4.2542
H -0.9248 -4.5800 -4.9007
H -2.8838 -1.4430 -5.7450
H -3.8887 -2.7591 -5.3003
H -3.5634 -2.4897 -6.9670
C 5.0638 4.5803 1.9943
O 5.6808 5.7775 2.4901
C 5.5220 5.8882 3.9037
C 4.1897 6.5191 4.3294
N 3.0466 5.8832 3.6992
C 1.7708 6.4391 4.1704
C 0.6506 5.5058 3.7321
O 0.3952 4.4876 4.6912
C -0.3499 3.4418 4.1443
H 5.5025 4.4637 1.0009
H 3.9883 4.4890 1.8299
H 5.3346 3.7716 2.6754
H 6.2995 6.5744 4.2517
H 5.7325 4.9612 4.4455
H 4.2759 7.6054 4.2064
H 4.1639 6.3121 5.4050
H 3.1124 6.0266 2.7000
H 1.5021 7.4125 3.7434
H 1.8382 6.4862 5.2568
H 0.9769 4.9708 2.8330
H -0.2524 6.1114 3.6009
H -1.1868 3.6821 3.4751
H -0.7116 2.7713 4.9215
H 0.3021 2.8565 3.4739
C -7.3988 -6.9280 -4.1624
O -6.8827 -5.6161 -4.0918
C -7.9033 -4.7060 -4.4206
C -7.3739 -3.2837 -4.5682
N -6.8961 -2.7727 -3.2854
C -5.8704 -1.7502 -3.3554
C -6.2925 -0.5114 -4.0856
O -5.0966 0.2412 -4.2903
C -5.3256 1.6184 -4.3975
H -8.1199 -7.1800 -4.9475
H -8.0301 -7.1395 -3.2839
H -6.5795 -7.6419 -4.1541
H -8.6537 -4.6542 -3.6205
H -8.4228 -4.9122 -5.3617
H -8.1514 -2.5894 -4.9061
H -6.6332 -3.1782 -5.3752
H -6.7205 -3.5059 -2.6190
H -4.9695 -2.1622 -3.8267
H -5.5499 -1.4437 -2.3571
H -6.9273 0.1174 -3.4502
H -6.8028 -0.7077 -5.0330
H -5.8019 2.0031 -3.4836
H -6.0606 1.9147 -5.1584
H -4.3985 2.1510 -4.5881
C 9.6696 -0.1393 2.8295
O 8.8246 0.7487 2.1373
C 7.8264 0.1152 1.3934
C 7.1422 1.1011 0.4459
N 7.9122 1.3113 -0.8049
C 7.2521 2.3364 -1.6386
C 5.8753 1.9376 -2.1673
O 5.6675 2.8053 -3.2688
C 4.4079 2.7752 -3.8791
H 10.2349 0.4308 3.5670
H 10.3839 -0.6250 2.1614
H 9.1130 -0.8825 3.4093
H 6.9804 -0.1824 2.0365
H 8.0476 -0.8222 0.8740
H 6.9060 2.0616 0.9182
H 6.2477 0.5915 0.0752
H 8.7260 1.8167 -0.4507
H 7.9092 2.6963 -2.4281
H 7.1310 3.2595 -1.0439
H 5.0618 1.9371 -1.4381
H 5.9943 0.9389 -2.6193
H 3.5540 2.3477 -3.3377
H 4.4825 2.2605 -4.8398
H 4.0310 3.7870 -4.0591
C -2.9553 3.3477 0.7879
O -2.5177 1.9916 0.7695
C -2.7189 1.3412 -0.4519
C -2.2968 -0.1408 -0.4019
N -0.9718 -0.2842 -1.0233
C 0.1165 0.2598 -0.2685
C 1.5184 -0.2495 -0.6301
O 2.4590 0.1502 0.3483
C 2.5284 1.4875 0.7659
H -3.9360 3.3470 1.2708
H -2.9994 3.8100 -0.1971
H -2.2959 3.8923 1.4620
H -2.1663 1.8517 -1.2487
H -3.7513 1.2916 -0.8384
H -2.9167 -0.7725 -1.0367
H -2.2522 -0.4857 0.6397
H -0.8459 -1.1878 -1.4575
H 0.0492 0.0708 0.8187
H 0.0788 1.3542 -0.3230
H 1.9103 0.1938 -1.5559
H 1.5920 -1.3348 -0.6837
H 1.6090 1.8206 1.2557
H 2.6499 2.1713 -0.0864
H 3.4018 1.5892 1.4040
C -1.3479 2.9185 -4.1806
O -0.0263 2.7971 -4.5670
C 0.1708 2.0766 -5.7628
C 1.5476 1.4085 -5.8053
N 1.6460 0.3839 -4.7867
C 2.8141 -0.4489 -4.9068
C 2.7420 -1.6587 -4.0220
O 3.8565 -2.5254 -4.2214
C 3.9459 -3.5209 -3.2226
H -1.8552 1.9548 -4.0403
H -2.0655 3.4726 -4.8172
H -1.4013 3.5648 -3.2995
H 0.1398 2.7741 -6.6061
H -0.5497 1.2654 -5.8997
H 2.3722 2.1161 -5.6475
H 1.6612 0.9235 -6.7766
H 1.2306 0.5829 -3.8933
H 3.6633 0.0971 -4.4627
H 3.0059 -0.6942 -5.9492
H 1.8926 -2.3030 -4.3014
H 2.5706 -1.4323 -2.9657
H 3.0862 -4.1978 -3.2286
H 4.0098 -3.1271 -2.2005
H 4.9004 -3.9999 -3.4287
C 3.8806 -3.0567 1.0250
C 5.1080 -3.9088 0.9248
O 6.3081 -3.1214 1.1417
H 2.9758 -3.6357 0.7855
H 3.7635 -2.2556 0.2917
H 3.6895 -2.7025 2.0370
H 5.2712 -4.5532 0.0613
H 5.0014 -4.5982 1.7728
H 6.4908 -3.3360 2.0600
```

Results
LUMO energy ... 0.0184 hartree
HOMO-LUMO gap ... 8.67 eV
Energy relative to the best compared isomer or geometry (same formula, charge and spin) ... 0.0 kcal per mole
SMILES string ... COC[C@H](C)N.COCCNCCOC.COCCNCCOC.COCCNCCOC.COCCNCCOC.COCCNCCOC.COCCNCCOC.COCCNCCOC.CCO